This record from OMol25 describes C33H32ClMgN5O5PS6 as an isolated structure. The level of theory is ωB97M-V/def2-TZVPD.

## Properties
E_tot (Eh): -5317.80238
HOMO-LUMO gap (eV): 6.1
Total charge: -1
ΔE to the lowest compared entry with this formula, charge and spin (kJ/mol): 0.0
HOMO level (eV): -4.0

Atoms and positions in Å:
1 Mg -0.77743 0.31741 0.67700
2 O -1.12904 -3.74161 1.74820
3 S -0.10664 -2.74411 1.50852
4 O 0.43050 -2.14344 2.72882
5 O -0.51029 -1.74347 0.50236
6 C 1.29516 -3.57973 0.79001
7 C 1.20008 -4.93960 0.54247
8 C 2.28923 -5.62111 0.01929
9 C 3.46421 -4.93769 -0.25186
10 C 3.54914 -3.57431 -0.00585
11 C 2.47115 -2.87059 0.52292
12 P 2.50659 -1.04052 0.76876
13 C 3.67668 -0.54204 -0.54522
14 C 5.05848 -0.41717 -0.41540
15 C 5.82917 -0.00404 -1.49390
16 C 5.22721 0.28076 -2.71286
17 C 3.85193 0.15440 -2.85333
18 C 3.08107 -0.24836 -1.77289
19 C 3.49063 -0.85624 2.29907
20 C 3.98748 0.41632 2.60251
21 C 4.57189 0.68057 3.83261
22 C 4.65681 -0.32201 4.79235
23 C 4.16206 -1.58622 4.50340
24 C 3.58494 -1.85259 3.26772
25 H 0.26843 -5.44326 0.76052
26 H 2.21526 -6.68220 -0.18283
27 H 4.31628 -5.46196 -0.66652
28 H 4.46323 -3.04508 -0.24485
29 H 5.53579 -0.63537 0.53298
30 H 6.90191 0.09716 -1.38119
31 H 5.82869 0.61248 -3.55007
32 H 3.37031 0.39919 -3.79194
33 H 2.00225 -0.30442 -1.86717
34 H 3.91213 1.20823 1.86368
35 H 4.95681 1.67077 4.04369
36 H 5.10782 -0.11793 5.75526
37 H 4.22504 -2.37415 5.24441
38 H 3.18363 -2.83662 3.06145
39 Cl 0.95737 6.72640 -2.47987
40 C 0.83674 5.12670 -1.79201
41 C 1.99951 4.36085 -1.61792
42 C 1.93347 3.10181 -1.08600
43 C 0.69253 2.51052 -0.70727
44 O 0.65583 1.30562 -0.27529
45 C -0.46907 3.32165 -0.87893
46 C -1.77892 2.85933 -0.52016
47 O -2.07307 1.80659 0.04610
48 C -0.37466 4.61259 -1.43465
49 H 2.95176 4.77329 -1.92642
50 H 2.82727 2.49998 -0.97854
51 H -2.59873 3.55256 -0.77509
52 H -1.27940 5.19097 -1.58226
53 C -3.96037 -2.32873 3.11345
54 N -2.84116 -1.76196 3.84649
55 C -2.13767 -2.69132 4.73226
56 C -2.14280 -0.75037 3.23289
57 N -2.35494 -0.29917 2.05414
58 N -1.16908 -0.18584 4.05124
59 C 0.00247 0.41581 3.63257
60 N 0.98866 0.36145 4.60078
61 N 0.10630 1.00498 2.50290
62 H -4.54472 -2.94066 3.79827
63 H -3.62187 -2.95094 2.27809
64 H -4.60674 -1.53330 2.74335
65 H -2.34360 -2.48314 5.78718
66 H -1.06626 -2.67444 4.53708
67 H -2.47066 -3.70301 4.50925
68 H -3.01372 -0.87861 1.54556
69 H -1.15358 -0.52268 4.99720
70 H 1.07112 -0.55132 5.02811
71 H 1.89311 0.66334 4.26173
72 H 1.05382 1.33121 2.33750
73 C -4.74353 1.63611 -1.71734
74 S -4.33178 1.49991 -3.47095
75 C -2.58536 1.66350 -3.50254
76 C -1.68232 0.75353 -3.03247
77 S -1.90886 -0.63524 -2.06614
78 S -0.03506 1.09925 -3.56020
79 C -0.30468 2.53354 -4.47008
80 S 0.89335 3.38196 -5.23909
81 S -1.95877 2.99194 -4.45935
82 H -5.78276 1.31767 -1.63044
83 H -4.65217 2.65978 -1.35818
84 H -4.10549 0.96907 -1.14287

This record from OMol25 describes C33H32F9N6O5PbS3Sb as an isolated structure at a distorted geometry. The level of theory is ωB97M-V/def2-TZVPD.

## Properties
E_tot (Eh): -4507.24628
HOMO-LUMO gap (eV): 9.0
Total charge: +2
ΔE to the lowest compared entry with this formula, charge and spin (kJ/mol): 162.1
HOMO level (eV): -14.1

Atoms and positions in Å:
1 Pb 0.68382 3.05484 -0.00110
2 F -0.98925 4.57970 1.74106
3 C -1.83070 4.10009 2.71749
4 F -3.09672 4.37286 2.40330
5 F -1.50411 4.66398 3.85543
6 S -1.63720 2.24805 2.68547
7 O -2.13451 1.80395 3.93295
8 O -0.32701 1.96861 2.21949
9 N -2.63773 1.84975 1.51691
10 S -2.52483 1.52956 0.03157
11 O -3.09315 0.29142 -0.35174
12 O -1.19993 1.75857 -0.56995
13 C -3.58934 2.82803 -0.74327
14 F -3.74300 2.61982 -2.04228
15 F -4.85579 2.82116 -0.21449
16 F -3.04641 4.02140 -0.52105
17 F 2.76941 0.71385 5.33042
18 C 1.91810 -0.07981 4.71263
19 C 2.46434 -0.98389 3.81620
20 C 1.59693 -1.71172 3.05183
21 C 0.22792 -1.64719 3.24967
22 C -0.29561 -0.82126 4.23089
23 C 0.56375 -0.02182 4.97787
24 Sb -0.95317 -2.54571 1.77350
25 C -3.03351 -2.88981 2.16082
26 C -4.02193 -1.87251 2.11945
27 C -5.36897 -2.16322 2.01388
28 C -5.74080 -3.51642 2.08706
29 F -7.01187 -3.87977 2.01135
30 C -4.78747 -4.58387 2.24042
31 C -3.46262 -4.24670 2.30840
32 C 0.10522 -4.17203 0.90158
33 C -0.00081 -4.39763 -0.50664
34 C 0.61532 -5.49275 -1.09475
35 C 1.47008 -6.29036 -0.32431
36 F 2.12723 -7.34378 -0.81130
37 C 1.40955 -6.14162 1.05749
38 C 0.81354 -5.12248 1.68826
39 H 3.53290 -1.12582 3.72395
40 H 1.93847 -2.44621 2.31300
41 H -1.35846 -0.68878 4.33274
42 H 0.19775 0.66588 5.74971
43 H -3.75968 -0.81599 1.94879
44 H -6.21967 -1.40505 1.95265
45 H -5.11923 -5.56529 2.29433
46 H -2.69582 -5.08764 2.34915
47 H -0.62168 -3.77491 -1.19269
48 H 0.48900 -5.74432 -2.14169
49 H 2.06290 -6.91111 1.65713
50 H 0.85935 -5.10014 2.81640
51 N 5.83398 -0.58767 1.21796
52 C 4.64898 0.01973 0.97846
53 C 4.28601 1.03134 1.89645
54 C 3.06637 1.65343 1.72039
55 N 2.24577 1.37093 0.65648
56 C 2.62635 0.51670 -0.29776
57 C 3.83931 -0.21764 -0.10591
58 H 6.31383 -0.22127 2.01263
59 H 6.21486 -1.29928 0.69425
60 H 4.86215 1.15020 2.83426
61 H 2.66385 2.39066 2.41716
62 H 1.85044 0.48021 -1.07495
63 H 4.13399 -0.87511 -0.91869
64 N -0.86912 -1.27649 0.25476
65 C -1.06178 -1.25829 -0.92759
66 N -1.13257 -1.19963 -2.15870
67 C -2.09237 -0.77458 -2.95567
68 N -2.80840 -0.31952 -3.74439
69 C -2.33017 3.18255 -5.07698
70 C -1.38693 2.71087 -4.00104
71 C -0.01676 2.35550 -4.39214
72 S 1.05935 1.53086 -3.24506
73 O 1.40762 2.44797 -2.03634
74 C 2.61208 1.62538 -4.15922
75 C 3.54872 2.78551 -3.81107
76 C 3.09466 4.21862 -4.00566
77 H -3.33406 3.31162 -4.70988
78 H -2.43121 2.38534 -5.88578
79 H -1.94257 4.08893 -5.51990
80 H -1.76833 1.82461 -3.46361
81 H -1.30830 3.44605 -3.17870
82 H 0.55812 3.27011 -4.73705
83 H -0.00228 1.62104 -5.17162
84 H 2.28756 1.64607 -5.21658
85 H 3.00513 0.65917 -4.05337
86 H 4.38217 2.61386 -4.45995
87 H 3.87606 2.59230 -2.79597
88 H 2.83488 4.45645 -5.08827
89 H 3.83450 4.86222 -3.58816
90 H 2.21347 4.47934 -3.36077

This record from OMol25 describes C33H32MnN6O2S2Sb as an isolated structure. The level of theory is ωB97M-V/def2-TZVPD.

## Properties
Spin multiplicity: 6
E_tot (Eh): -3943.24101
HOMO-LUMO gap (spin up / spin down) (eV): 8.2 / 8.1
Total charge: +1
ΔE to the lowest compared entry with this formula, charge and spin (kJ/mol): 0.0
HOMO level (spin up / spin down) (eV): -10.3 / -10.3
Expectation value of S²: 8.755

Atoms and positions in Å:
1 Mn 0.20644 1.44582 -0.21109
2 N 7.10095 2.59260 1.66563
3 C 5.73369 2.68188 1.75679
4 C 5.11942 3.91168 2.03108
5 C 3.74712 4.01361 2.08395
6 C 2.96182 2.88513 1.86261
7 C 3.55439 1.65729 1.59193
8 C 4.92967 1.55578 1.53936
9 S 1.22513 3.06233 1.87645
10 O 0.83904 4.00767 2.87424
11 O 0.64013 1.69673 2.00740
12 N 0.74403 3.42932 0.39989
13 C 1.50102 3.72824 -0.69588
14 N 2.38136 4.72007 -0.75174
15 C 2.98028 4.90231 -1.92390
16 C 2.71436 4.13067 -3.04720
17 C 1.81277 3.09772 -2.88455
18 N 1.21450 2.87947 -1.71705
19 H 7.64839 3.33453 2.06566
20 H 7.51935 1.68085 1.72445
21 H 5.73230 4.78746 2.20464
22 H 3.27638 4.96295 2.29956
23 H 2.93973 0.77962 1.43864
24 H 5.39305 0.59807 1.33645
25 H 3.70465 5.70817 -1.96617
26 H 3.20263 4.31513 -3.99148
27 H 1.57329 2.41449 -3.69094
28 S 1.39775 -0.68727 -0.62125
29 Sb -0.33361 -2.16100 -0.32614
30 C -1.30584 -1.83536 1.50760
31 C -0.64513 -1.03131 2.42915
32 C -1.24411 -0.74592 3.64988
33 C -2.48964 -1.27845 3.95161
34 C -3.13482 -2.10727 3.04122
35 C -2.54600 -2.38915 1.81736
36 C -1.67421 -2.03711 -1.93872
37 C -3.05629 -2.02122 -1.78811
38 C -3.86877 -1.99068 -2.91356
39 C -3.30319 -1.98338 -4.18079
40 C -1.92278 -1.99393 -4.32941
41 C -1.10501 -2.01597 -3.20954
42 C 0.44031 -4.10636 -0.31878
43 C 1.81495 -4.30154 -0.34833
44 C 2.31744 -5.59559 -0.33065
45 C 1.45067 -6.67750 -0.28403
46 C 0.07656 -6.47685 -0.25713
47 C -0.43383 -5.18837 -0.27566
48 H 0.32109 -0.60204 2.19836
49 H -0.73260 -0.10592 4.35671
50 H -2.95477 -1.05923 4.90378
51 H -4.09562 -2.54069 3.28702
52 H -3.05818 -3.04732 1.12644
53 H -3.51413 -2.00784 -0.80768
54 H -4.94458 -1.97481 -2.79806
55 H -3.94018 -1.96794 -5.05532
56 H -1.48183 -1.98563 -5.31742
57 H -0.02693 -2.01446 -3.32814
58 H 2.48927 -3.45416 -0.38481
59 H 3.38684 -5.75699 -0.35368
60 H 1.84661 -7.68418 -0.27029
61 H -0.59632 -7.32315 -0.22378
62 H -1.50824 -5.04008 -0.26238
63 C -4.87352 1.09769 1.92011
64 C -3.90617 1.15108 0.78973
65 C -4.09654 1.23730 -0.57708
66 C -2.81645 1.24374 -1.14455
67 N -1.89726 1.14994 -0.18457
68 N -2.58042 1.09915 0.98184
69 C -2.41813 1.37627 -2.57412
70 H -5.85251 1.43542 1.58928
71 H -4.55036 1.73488 2.74328
72 H -4.97058 0.07892 2.29815
73 H -5.03897 1.29975 -1.09353
74 H -2.07340 1.06645 1.85551
75 H -3.11949 0.85092 -3.22010
76 H -1.42302 0.96062 -2.74021
77 H -2.40395 2.42698 -2.86797